The molecule C3H7ClO, computed with the ωB97M-V functional and the def2-TZVPD basis.

The geometry in XYZ format:
```
12
Properties=species:S:1:pos:R:3:nbo_charge:R:1
C -1.26320 -1.01187 -0.66697 -0.232
C 0.84449 -0.22176 0.58090 -0.077
C 0.71058 1.27018 0.40831 -0.357
H -1.31285 -1.04217 -1.70072 0.198
H -1.62690 -1.84084 -0.15467 0.185
H -1.75186 0.03942 -0.36235 0.154
H 1.79596 -0.80681 0.59613 0.225
H 0.21550 -0.38950 1.51953 0.157
H -0.36340 1.39958 0.01683 0.224
H 0.94220 1.74190 1.27727 0.209
O 0.19026 -0.94877 -0.41195 -0.576
Cl 1.61922 1.81064 -1.10231 -0.110
```

Summary:
Structure (SMILES): COCCCl
Orbital gap, eV: 10.80
M, g mol⁻¹: 94.5
Energy relative to the best compared isomer or geometry (same formula, charge and spin), kcal/mol: 31.9